ORCA calculation (wB97M-V/def2-TZVPD) on C4H6N4 in the gas phase at a distorted geometry.

Last column: Löwdin charge in e.
Geometry (Å):
N 0.994 -0.654 0.129  0.04
N -2.208 -1.383 -1.387  0.03
N 2.296 1.683 0.840  0.11
N 0.356 0.393 0.666  -0.16
C -0.993 0.506 0.269  -0.05
C 1.061 1.739 0.709  -0.17
C 0.089 -1.411 -0.437  -0.08
C -1.193 -0.621 -0.576  -0.22
H -1.838 -2.305 -1.508  0.04
H 0.208 -2.368 -0.859  0.09
H -1.922 1.025 0.645  0.13
H 0.446 2.599 0.684  0.10
H -3.256 -1.238 -1.091  0.12
H 2.506 0.735 0.601  0.02

SMILES string: [H]/N=C\n1cc(N)cn1
ΔE to the lowest compared entry with this formula, charge and spin: 3.384 eV
HOMO-LUMO gap: 0.344 Eh
highest occupied orbital energy: -8.5 eV

=====

ORCA calculation (wB97M-V/def2-TZVPD) on 4 unconnected molecules or ions with the total composition C35H37FN5O15 at a distorted geometry.

Last column: Löwdin charge in e.
Geometry (Å):
F -3.593 1.769 1.449  0.06
O -2.057 3.282 -1.492  0.09
O -1.131 5.000 0.293  0.07
O 4.843 1.391 -7.447  0.13
O 4.940 -1.184 -8.117  0.12
O 5.175 0.030 -2.976  0.08
O -1.077 -2.410 -0.850  0.07
O 2.179 2.147 5.956  0.03
O -5.638 6.241 -2.173  0.14
O -5.738 -5.976 -1.587  0.12
O -4.616 -3.866 -2.805  0.08
O -1.540 -6.559 -5.083  0.13
O 5.360 -2.541 -3.648  0.11
O -4.648 8.009 -0.439  0.14
O -2.699 -8.666 -3.939  0.13
O -0.981 -2.322 1.405  0.17
N -0.965 0.635 0.741  0.07
N 3.531 -0.373 2.830  -0.07
N 1.052 -0.043 -0.323  0.13
N -1.242 1.696 1.530  0.04
N 0.868 1.833 1.071  0.21
C 2.609 -0.041 5.084  -0.16
C 5.015 -0.946 -6.929  -0.31
C -2.165 5.342 -0.266  -0.32
C -4.731 -6.186 -2.434  -0.24
C -3.030 -5.131 -3.985  0.06
C 4.955 0.488 -6.483  -0.23
C 1.324 -1.111 7.307  -0.08
C 2.482 0.200 -0.589  -0.15
C 3.396 -0.562 0.367  -0.15
C 3.315 0.590 3.909  -0.16
C 2.070 0.753 6.058  -0.29
C 3.920 0.275 1.564  -0.21
C -3.890 4.684 -1.919  0.09
C 5.011 0.824 -5.186  0.07
C 5.222 -1.638 -4.618  -0.24
C -1.274 -1.782 0.365  -0.45
C -2.575 1.710 3.636  -0.16
C -0.137 2.394 1.727  -0.05
C 5.135 -0.208 -4.172  -0.32
C -3.954 1.981 4.232  -0.07
C 5.163 -1.977 -5.911  0.08
C 2.495 -1.393 5.266  -0.04
C -2.845 6.591 -0.001  0.08
C -3.988 6.881 -0.643  -0.23
C -2.557 -6.355 -4.258  -0.23
C -4.265 -7.411 -2.704  0.08
C -4.145 -4.961 -3.072  -0.33
C -3.159 -7.584 -3.639  -0.31
C -2.752 4.407 -1.279  -0.24
C 0.354 0.766 0.457  -0.29
C 1.878 -1.923 6.359  -0.09
C 1.428 0.244 7.148  -0.03
C -1.910 -0.377 0.333  0.01
C -4.595 5.933 -1.640  -0.30
C -2.497 2.127 2.169  -0.29
H 4.824 0.890 -8.286  0.13
H -1.401 -7.526 -5.107  0.13
H -4.224 3.036 4.137  0.09
H -2.784 -0.418 0.975  0.14
H -4.710 1.438 3.663  0.08
H 1.357 2.448 5.558  0.09
H 0.838 -1.529 8.177  0.11
H 2.662 -0.176 -1.598  0.11
H 4.265 1.033 4.240  0.14
H 2.885 -1.438 0.770  0.11
H 4.270 -0.951 -0.159  0.10
H -1.279 3.347 -0.908  0.10
H 4.276 -1.021 3.059  0.11
H 5.378 -2.036 -2.814  0.11
H -5.883 -5.012 -1.574  0.12
H -4.009 1.710 5.282  0.09
H 2.682 1.387 3.515  0.10
H 0.652 -0.834 -0.802  0.14
H -4.324 4.016 -2.650  0.14
H -4.680 -8.300 -2.252  0.14
H 4.967 1.851 -4.852  0.14
H -2.399 7.262 0.720  0.14
H -0.146 3.286 2.328  0.16
H 2.917 -2.066 4.530  0.11
H 1.011 0.926 7.878  0.12
H 2.704 1.263 -0.628  0.12
H -2.215 0.692 3.802  0.13
H -1.872 2.371 4.155  0.12
H 1.820 -2.995 6.499  0.11
H -1.935 -2.783 -1.109  0.13
H 5.009 0.370 1.494  0.12
H -2.465 3.219 2.167  0.16
H -2.608 -4.238 -4.426  0.13
H 5.222 -3.004 -6.244  0.14
H 3.520 1.288 1.526  0.09
H -2.216 -0.176 -0.697  0.15
H -5.434 7.975 -1.019  0.13

charge: +1
HOMO-LUMO gap: 0.255 Eh
highest occupied orbital energy: -10.9 eV

=====

ORCA calculation (wB97M-V/def2-TZVPD) on C26H32N4O6S in the gas phase.

Last column: Löwdin charge in e.
Geometry (Å):
S 4.229 0.452 -0.611  0.69
O -3.719 0.344 -1.453  0.12
O -2.813 -3.822 0.149  0.12
O 4.459 -0.547 -1.617  -0.27
O 0.131 -2.275 -1.775  0.10
O 5.079 1.609 -0.609  -0.29
O -1.424 2.162 -0.830  -0.06
N 4.238 -0.172 0.949  -0.23
N -3.061 -1.788 -0.941  0.08
N -3.875 -2.015 1.098  0.17
N -0.810 -0.197 -1.749  0.17
C -3.644 -0.586 -0.686  -0.38
C 2.528 0.994 -0.704  -0.27
C -3.539 1.514 2.039  -0.03
C -5.602 -0.261 0.890  -0.16
C -1.519 4.441 -1.711  -0.05
C -3.154 0.291 1.507  -0.13
C 5.921 -2.481 1.441  -0.20
C -6.494 -1.247 0.144  -0.07
C -2.605 2.332 2.653  -0.08
C 4.617 -2.603 0.656  -0.18
C 2.206 2.232 -0.192  -0.05
C 1.563 0.168 -1.252  0.02
C -1.817 -0.088 1.593  -0.01
C 0.243 0.586 -1.269  -0.13
C -0.828 -1.550 -1.874  -0.43
C 5.492 -0.030 1.663  -0.21
C 0.893 2.675 -0.235  0.00
C -0.884 0.736 2.195  -0.06
C -4.121 -0.630 0.768  -0.32
C 3.652 -1.493 1.071  -0.20
C 6.510 -1.087 1.238  -0.18
C -1.277 1.951 2.729  -0.08
C -3.200 -2.688 0.138  -0.49
C -2.254 -2.086 -2.103  0.00
C -1.872 3.481 -0.581  -0.24
C -0.100 1.862 -0.765  -0.21
H -2.706 -1.622 -2.982  0.14
H -2.957 3.372 -0.505  0.13
H 4.150 -3.573 0.830  0.11
H 6.630 -3.241 1.110  0.11
H -1.491 -1.035 1.187  0.12
H 4.821 -2.500 -0.411  0.10
H -1.938 4.078 -2.646  0.08
H 6.740 -0.937 0.181  0.12
H -5.878 -0.233 1.946  0.12
H -1.490 3.842 0.381  0.11
H -7.536 -0.964 0.260  0.08
H 1.845 -0.784 -1.669  0.11
H -4.027 -2.398 2.015  0.18
H 0.652 3.649 0.159  0.11
H 5.726 -2.641 2.506  0.11
H -1.684 0.314 -1.833  0.12
H -0.441 4.526 -1.827  0.07
H 5.276 -0.113 2.734  0.13
H -6.256 -1.246 -0.918  0.08
H -5.737 0.733 0.460  0.12
H -6.367 -2.258 0.525  0.07
H 2.991 2.846 0.217  0.12
H -0.551 2.597 3.199  0.11
H 5.860 0.973 1.447  0.11
H 2.755 -1.513 0.451  0.11
H -2.209 -3.172 -2.213  0.14
H 3.356 -1.621 2.119  0.13
H -4.564 1.841 1.982  0.11
H 7.428 -0.967 1.816  0.11
H 0.150 0.431 2.237  0.11
H -1.930 5.424 -1.498  0.08
H -2.922 3.278 3.068  0.11

SMILES string: CCOc1ccc(S(=O)(=O)N2CCCCC2)cc1NC(=O)CN1C(=O)N[C@@](CC)(c2ccccc2)C1=O
ΔE to the lowest compared entry with this formula, charge and spin: 0.085 eV
HOMO-LUMO gap: 0.327 Eh
highest occupied orbital energy: -8.4 eV

=====

ORCA calculation (wB97M-V/def2-TZVPD) on C16H18N2O2S2 in the gas phase at a distorted geometry.

Last column: Löwdin charge in e.
Geometry (Å):
S -0.289 0.628 -1.034  1.07
S -2.480 -1.237 0.592  0.59
O 2.499 -2.585 0.997  0.07
O 2.792 -3.297 -1.186  0.09
N 0.113 -1.062 1.026  -0.04
N -1.241 -0.092 2.863  -0.13
C 0.023 2.874 -4.929  -0.07
C 1.559 -1.407 -0.859  -0.18
C 0.788 0.186 -2.397  -0.41
C -0.017 0.001 3.685  -0.23
C 0.546 -0.714 -0.208  -0.48
C -2.816 1.486 4.087  -0.09
C -1.139 -0.801 1.621  -0.68
C 0.306 2.204 -6.100  -0.12
C 0.687 0.268 -4.802  -0.07
C 1.794 -0.759 -2.087  -0.03
C 0.082 2.193 -3.695  -0.06
C 2.283 -2.537 -0.355  -0.45
C 0.212 -1.315 4.403  -0.08
C -2.545 0.089 3.516  -0.24
C 0.675 0.919 -6.023  -0.09
C 0.586 0.909 -3.667  -0.32
H -1.976 2.140 4.382  0.06
H 0.028 2.854 -2.733  0.13
H 2.654 -0.906 -2.733  0.13
H -3.263 2.101 3.232  0.10
H -3.347 -0.172 2.766  0.07
H 0.821 -1.983 3.753  0.07
H 3.050 -3.416 1.196  0.17
H 0.841 -1.165 5.253  0.06
H 0.682 -1.737 1.551  0.12
H 1.203 -0.722 -4.696  0.14
H -0.510 3.842 -4.993  0.11
H -0.140 0.896 4.322  0.11
H 0.222 2.626 -7.046  0.09
H -2.509 -0.682 4.326  0.11
H -3.432 1.454 5.010  0.08
H 1.070 0.363 -6.983  0.15
H 0.959 0.344 3.187  0.14
H -0.770 -1.788 4.757  0.10

SMILES string: CCN(CC)C(=S)Nc1sc(-c2ccccc2)cc1C(=O)O
ΔE to the lowest compared entry with this formula, charge and spin: 2.618 eV
HOMO-LUMO gap: 0.273 Eh
highest occupied orbital energy: -7.4 eV

=====

ORCA calculation (wB97M-V/def2-TZVPD) on a molecular structure, C33H28N9O2Pd at a distorted geometry.

Last column: Löwdin charge in e.
Geometry (Å):
Pd -0.285 -1.124 -1.273  0.77
O 0.271 1.306 0.125  0.07
O -4.270 1.276 0.132  0.12
N 0.028 -3.472 -3.269  0.10
N -0.037 -3.351 -1.992  0.03
N 1.308 -1.453 2.706  0.14
N -1.967 1.192 -0.210  -0.01
N -0.401 -1.208 -3.641  0.08
N 3.357 -2.457 0.544  0.13
N 1.968 -1.542 -0.900  0.05
N -0.127 -1.395 1.043  0.05
N -2.758 2.460 1.405  0.18
C -0.072 6.284 0.582  -0.06
C 1.559 -6.251 0.522  -0.06
C -0.284 -2.759 -5.496  0.02
C 0.587 -5.374 0.984  -0.07
C -1.725 4.369 -0.529  -0.02
C 0.061 -4.410 0.152  -0.03
C -3.162 1.623 0.427  -0.50
C 3.962 -2.502 -0.677  -0.07
C -0.739 6.554 -0.599  -0.07
C -0.674 -0.248 -4.514  -0.12
C -0.781 -0.456 -5.875  -0.03
C -0.758 2.755 2.788  -0.16
C -1.081 4.105 0.676  -0.12
C 0.478 2.189 3.070  -0.04
C -0.566 -1.747 -6.374  -0.04
C -0.939 3.454 5.089  -0.06
C -0.781 -1.087 2.187  -0.11
C 2.145 -1.869 0.374  -0.27
C 1.142 -1.603 1.369  -0.27
C 0.284 2.868 5.369  -0.08
C 0.099 -1.113 3.234  -0.07
C -1.455 3.401 3.807  -0.03
C -1.334 2.761 1.385  -0.24
C -1.552 5.586 -1.165  -0.06
C -0.233 5.063 1.216  -0.01
C 1.482 -5.199 -1.639  -0.01
C 1.997 -6.157 -0.794  -0.07
C -0.852 1.692 0.406  -0.37
C -0.219 -2.477 -4.110  -0.32
C -1.875 0.494 -1.425  -0.06
C 3.088 -1.929 -1.559  -0.11
C 0.493 -4.306 -1.180  -0.29
C 0.993 2.245 4.356  -0.08
H 2.170 -1.509 3.223  0.17
H 3.196 -1.769 -2.612  0.11
H 1.804 -5.128 -2.669  0.11
H -1.311 1.099 -2.150  0.06
H -0.812 0.749 -4.118  0.10
H 0.687 2.912 6.369  0.11
H 4.945 -2.899 -0.825  0.12
H 1.048 1.735 2.273  0.11
H -0.625 7.513 -1.077  0.11
H -1.832 -0.876 2.193  0.12
H 0.230 -5.462 2.001  0.11
H -1.026 0.362 -6.534  0.11
H -3.424 3.005 1.929  0.16
H -0.120 -3.777 -5.811  0.12
H -2.854 0.164 -1.773  0.08
H 1.945 -7.024 1.168  0.11
H -0.614 -1.934 -7.435  0.12
H -2.385 3.640 -0.981  0.12
H 0.571 7.026 1.027  0.11
H 1.964 1.818 4.565  0.10
H 3.733 -2.844 1.396  0.17
H -0.718 -3.739 0.493  0.10
H -2.061 5.781 -2.096  0.11
H -2.391 3.898 3.601  0.12
H -1.486 3.967 5.865  0.11
H 2.743 -6.845 -1.160  0.11
H 0.293 4.868 2.136  0.12
H -0.042 -0.918 4.276  0.12

ΔE to the lowest compared entry with this formula, charge and spin: 0.000 eV
charge: +1
HOMO-LUMO gap (spin up / spin down): 0.237 / 0.229 Eh
highest occupied orbital energy (spin up / spin down): -10.5 / -10.2 eV

=====

ORCA calculation (wB97M-V/def2-TZVPD) on a molecular structure, C4H6N2O2 at a distorted geometry.

Last column: Löwdin charge in e.
Geometry (Å):
O 2.017 -1.432 0.038  -0.06
O -0.454 0.932 -0.126  0.08
N 1.872 1.334 0.027  0.07
N -2.595 0.084 0.232  0.09
C 0.826 -0.770 -0.276  -0.37
C -0.442 -1.274 -0.066  0.05
C 0.937 0.481 -0.249  -0.46
C -1.234 -0.094 -0.046  -0.44
H 1.564 1.675 1.116  0.19
H -3.137 0.558 -0.622  0.15
H 1.569 2.378 -0.503  0.20
H -2.933 -0.869 -0.095  0.10
H -0.810 -2.343 0.005  0.13
H 2.821 -0.659 0.565  0.26

ΔE to the lowest compared entry with this formula, charge and spin: 5.383 eV
HOMO-LUMO gap: 0.302 Eh
highest occupied orbital energy: -7.7 eV